Formula: C39H52FIN4O9S
Source: the Open Molecules 2025 dataset
Level of theory: wB97M-V/def2-TZVPD

Results
- frontier orbital gap (eV) = 7.70
- SMILES string = C=CN1c2c(ccc([C@@H](C)F)c2CCCCCCCCOC)Sc2cc(I)c(CCCCOC=O)c(-c3ccccc3)c21.C[N+](=O)[O-].C[N+](=O)[O-].C[N+](=O)[O-]
- HOMO level (eV) = -7.976
- 2S+1 = 1

Atoms and positions in Å:
C  0.3209  -3.4865  1.7914
C  -0.1962  -2.0936  1.8928
N  0.5827  -0.8281  1.5831
C  -0.2779  0.4154  1.6415
C  -0.8560  1.0571  3.0738
C  -1.7808  2.4321  3.1391
C  -2.1044  3.1657  1.6773
C  -1.5433  2.5607  0.2323
C  -1.9104  3.3937  -1.1403
C  -3.5155  3.6652  -1.3645
F  -1.2421  4.7435  -1.1002
C  -0.6385  1.1559  0.2234
C  -0.0928  0.4895  -1.2059
C  -1.1149  -0.7410  -1.5711
C  -2.6855  -0.3067  -1.7536
C  -3.6383  -0.7512  -0.4615
C  -4.8288  0.3708  -0.1425
C  -5.9452  0.4703  -1.3394
C  -7.3918  1.1022  -0.8332
C  -7.2911  2.7430  -0.5319
O  -7.8082  3.5359  -1.6610
C  -6.7286  4.0964  -2.4897
S  -0.3184  0.0866  4.6297
C  1.4793  -0.3935  4.1950
C  2.6510  -0.3515  5.3409
C  4.1861  -0.7333  4.8713
I  5.7276  -0.6217  6.4625
C  4.5241  -1.1414  3.2902
C  6.0889  -1.4782  2.8295
C  6.6402  -0.5135  1.6204
C  7.1105  -1.4411  0.3527
C  8.7017  -1.1592  -0.0714
O  8.7422  -1.2593  -1.5418
C  8.8999  -2.6878  -1.9541
O  7.8641  -3.5565  -1.9698
C  3.2855  -1.1792  2.1668
C  3.5432  -1.5455  0.5872
C  3.5647  -3.0438  -0.0778
C  3.7992  -3.2264  -1.7235
C  4.0491  -1.9284  -2.7445
C  4.0473  -0.4208  -2.0706
C  3.7772  -0.2658  -0.4498
C  1.7151  -0.7995  2.5994
H  -0.4396  -4.3798  1.5820
H  1.4502  -3.8140  1.9335
H  -1.3174  -1.9614  2.2704
H  -2.1731  2.8805  4.1615
H  -2.7294  4.1708  1.6167
H  -1.5198  2.8606  -2.1337
H  -4.0430  2.7712  -1.9315
H  -3.9972  3.7508  -0.2891
H  -3.7180  4.6318  -2.0173
H  0.0028  1.2955  -2.0542
H  0.9873  0.0083  -1.0866
H  -0.7709  -1.2182  -2.6002
H  -1.0396  -1.6200  -0.7760
H  -3.1479  -0.8411  -2.7022
H  -2.7291  0.8482  -1.9369
H  -4.1349  -1.8110  -0.6611
H  -2.9286  -0.8520  0.4785
H  -4.3021  1.4148  0.0908
H  -5.3282  0.0477  0.8879
H  -6.1731  -0.6420  -1.6919
H  -5.4746  1.1028  -2.2200
H  -7.8536  0.5081  0.0886
H  -8.1654  0.9719  -1.7287
H  -6.1605  3.0461  -0.2993
H  -7.9432  2.9172  0.4349
H  -6.0244  3.2009  -2.8078
H  -7.1864  4.5583  -3.4831
H  -6.0772  4.9126  -1.9141
H  2.3303  -0.0376  6.4295
H  6.1000  -2.6264  2.5122
H  6.8589  -1.3886  3.7139
H  7.6042  0.0556  2.0354
H  5.8807  0.3412  1.3079
H  7.0555  -2.6075  0.5529
H  6.4742  -1.2145  -0.6052
H  8.9564  -0.0428  0.2251
H  9.4404  -1.9032  0.4794
H  10.0052  -3.0207  -2.2476
H  3.4197  -4.0000  0.5907
H  3.7916  -4.2861  -2.2559
H  4.2067  -2.0662  -3.9085
H  4.2305  0.5237  -2.7747
H  3.7641  0.8397  -0.0298
C  6.2937  -4.9979  -5.3702
N  5.0221  -4.3069  -5.7157
O  4.9047  -3.8818  -6.8708
O  4.1779  -4.2109  -4.8174
H  6.9400  -5.0095  -6.2504
H  6.7610  -4.4404  -4.5560
H  6.0429  -6.0151  -5.0625
C  -3.6125  7.1856  1.1645
N  -4.8694  6.3909  1.1159
O  -4.8522  5.3443  0.4576
O  -5.8377  6.8401  1.7401
H  -2.8485  6.6748  0.5746
H  -3.8290  8.1704  0.7454
H  -3.3082  7.2572  2.2106
C  -5.4406  -3.5681  2.9571
N  -5.2710  -2.5557  1.8801
O  -5.7087  -2.8423  0.7598
O  -4.7033  -1.5018  2.1899
H  -5.9530  -4.4400  2.5449
H  -4.4451  -3.8390  3.3145
H  -6.0360  -3.1098  3.7494

Cartesian forces, eV/Å:
-1.0882 2.8524 0.3525
0.1911 -3.9239 -0.3211
-0.3625 -0.2086 3.6170
-2.4386 3.6486 -0.3211
-0.2059 1.3434 -3.1788
1.6747 -1.5673 -4.1759
2.0875 -3.1311 -0.1932
0.5598 -1.4008 3.3157
-0.3282 -0.2108 -0.6537
0.0708 -0.4229 0.6316
-1.1609 -2.4818 0.1605
-0.4546 1.4247 2.4053
-0.2319 -0.5597 1.1070
-0.1913 -0.6475 -0.9250
-0.4134 -0.4440 0.1169
0.1840 0.6538 -0.1293
0.3634 -0.3143 0.6991
-0.0741 -0.5346 0.8021
0.1187 0.4346 -1.0752
0.3959 -1.1508 0.7525
1.7424 0.0682 0.4401
0.5793 -0.4158 -0.5016
1.3977 0.7076 -2.1653
2.6674 -0.5001 -1.5160
0.4143 -0.9660 -4.4668
-3.8293 0.0343 -2.9237
-1.3888 -0.1411 -1.5995
-2.5260 0.8509 1.2206
-0.8440 -0.2495 0.2404
0.7353 -0.2241 0.1062
0.8531 -0.0951 -0.4149
-1.7056 0.5213 1.2790
1.3169 -3.9373 -0.1677
-5.1628 -2.7769 0.6521
7.0416 5.9322 0.0026
-1.1608 0.6871 2.1444
0.6663 0.0224 -3.6570
0.5645 3.2365 -2.3820
0.1406 3.6032 0.7723
-0.7301 0.7432 4.7418
-0.6958 -3.6251 2.1959
0.1744 -2.6772 -1.7028
4.1195 0.3692 2.9424
1.5684 2.3007 1.1435
-2.4935 1.1632 -0.8808
2.4269 -0.0939 -1.5808
0.9967 -1.1581 -2.4557
1.4381 -2.4152 0.3147
-0.4449 1.1889 2.5092
1.4282 1.6744 1.2466
1.0097 -0.2201 -2.7660
0.7010 -1.9436 1.5540
-0.5241 -1.5429 1.7472
-2.2996 1.1534 0.1289
-0.4802 1.0349 2.1095
-0.0152 2.0309 -1.5104
1.0984 1.2027 1.8042
-0.0681 -2.1088 0.4057
1.1109 2.3433 0.3464
-1.5394 0.3076 -1.8359
-1.1167 -2.1849 -0.7009
0.8911 0.7780 -2.5202
0.6231 2.3597 0.5169
-1.2181 -1.3735 1.5946
1.2998 1.3039 -1.8516
1.5808 0.3624 1.9178
-2.5109 -0.6492 -0.4396
1.2287 0.1278 -2.1125
-1.2548 1.9359 0.5073
0.7737 -0.9650 2.3458
-1.5237 -1.7354 -1.1277
0.9756 -0.7340 -2.4696
-0.0731 2.5749 0.4959
-1.9993 -0.1184 -1.4298
-2.0765 -1.2106 -0.8221
1.4816 -2.0945 0.6359
-0.2398 2.5360 -0.2193
1.2238 -0.4526 1.9102
-0.2727 -2.3597 -0.9173
-1.4191 1.5272 -1.2949
-2.4073 0.9107 0.5521
0.3237 2.1835 -1.5283
0.0031 2.4571 1.5413
-0.4243 0.2157 2.8734
-0.4963 -2.2502 1.9141
-0.0282 -2.6218 -0.7918
0.3101 -0.0757 -0.1163
-0.7781 0.4424 -0.5231
-0.0713 -0.4975 1.7817
1.0262 -0.1167 -1.4136
-0.2852 0.0637 0.1594
-0.1749 -0.1611 0.0201
0.0054 0.2508 0.0814
0.3529 -0.0293 -0.1408
-1.1671 -0.2664 0.2410
-0.4790 1.7600 1.2362
1.4444 -0.8531 -1.0469
-0.2345 0.0201 0.0780
-0.0243 -0.1543 0.2074
-0.1658 0.0959 -0.1689
-0.1254 -0.3201 0.0492
0.0895 0.6734 -0.7696
0.5716 0.5492 1.5451
-0.8103 -1.8041 -0.2120
0.1327 0.2926 -0.0058
-0.1774 0.1763 0.0155
0.2365 -0.0137 -0.1057



Formula: C39H52MnN7PS
Source: the Open Molecules 2025 dataset
Level of theory: wB97M-V/def2-TZVPD

Results
- frontier orbital gap (spin up / spin down) (eV) = 6.63 / 8.04
- ⟨S²⟩ = 6.269
- total charge = +1
- HOMO level (spin up / spin down) (eV) = -10.158 / -10.159
- energy relative to the best compared isomer or geometry (same formula, charge and spin) (kJ/mol) = 0.0
- 2S+1 = 5

Atoms and positions in Å:
Mn  -0.5264  1.5560  -0.1577
C  -1.3783  1.7976  2.9965
N  -1.2919  2.3743  1.6674
C  -1.6880  3.5871  1.4694
C  -1.6103  4.1449  0.1636
C  -1.9575  5.3881  -0.3507
C  -1.6794  5.3373  -1.7223
C  -1.1789  4.0659  -1.9801
N  -1.1265  3.3343  -0.8479
C  -2.5259  0.8257  3.1791
C  -2.7820  0.3437  4.4605
C  -3.8168  -0.5474  4.6890
C  -4.6125  -0.9724  3.6323
C  -4.3614  -0.4971  2.3550
C  -3.3216  0.3970  2.1263
H  -1.4599  2.5909  3.7494
H  -0.4404  1.2690  3.1964
H  -2.0756  4.1898  2.2925
H  -2.3675  6.2163  0.2037
H  -1.8321  6.1191  -2.4462
H  -0.8609  3.6531  -2.9254
H  -2.1691  0.6779  5.2905
H  -4.0076  -0.9056  5.6919
H  -5.4282  -1.6606  3.8079
H  -4.9866  -0.8133  1.5292
H  -3.1336  0.7583  1.1224
N  1.4757  1.8788  -0.1985
S  2.1684  2.9940  -1.1143
C  2.8406  4.2493  -0.0343
C  3.7929  5.1331  -0.5255
C  4.2441  6.1515  0.2964
C  3.7412  6.2823  1.5855
C  2.7807  5.4009  2.0551
C  2.3163  4.3760  1.2406
C  3.6538  2.2537  -1.7518
C  3.6476  1.8883  -3.0897
C  4.7528  1.2307  -3.6134
C  5.8402  0.9508  -2.7991
C  5.8341  1.3241  -1.4591
C  4.7374  1.9794  -0.9264
H  2.1399  1.3896  0.3972
H  4.1844  5.0247  -1.5290
H  4.9899  6.8436  -0.0689
H  4.0989  7.0791  2.2228
H  2.3861  5.5102  3.0557
H  1.5532  3.6890  1.5831
H  2.7924  2.1160  -3.7125
H  4.7656  0.9464  -4.6562
H  6.7022  0.4429  -3.2094
H  6.6883  1.1090  -0.8320
H  4.7336  2.2945  0.1103
N  -0.8300  -0.2007  -0.1672
P  -0.7597  -1.7696  -0.3476
N  0.6916  -2.2202  -0.9751
C  1.1002  -3.6299  -0.9345
C  2.0107  -3.9460  -2.1127
C  3.2935  -3.1026  -2.0730
C  3.0230  -1.7142  -1.4713
C  1.5766  -1.3044  -1.6988
N  -1.0721  -2.5539  1.0653
C  -0.3928  -2.0445  2.2648
C  -1.0417  -2.6351  3.5057
C  -0.8750  -4.1597  3.5525
C  -0.8414  -4.7557  2.1372
C  -1.6572  -3.8985  1.1821
N  -1.9347  -2.3291  -1.3629
C  -1.7301  -2.1780  -2.8106
C  -2.8855  -2.8257  -3.5572
C  -4.2171  -2.1192  -3.2475
C  -4.1594  -1.4123  -1.8894
C  -3.3394  -2.2310  -0.9061
H  0.2136  -4.2666  -0.9679
H  1.6228  -3.8488  0.0041
H  1.4628  -3.7543  -3.0388
H  2.2463  -5.0104  -2.1058
H  3.6842  -3.0006  -3.0866
H  4.0633  -3.6146  -1.4939
H  3.6923  -0.9641  -1.9002
H  3.2042  -1.7233  -0.3927
H  1.3540  -1.3140  -2.7747
H  1.3934  -0.2930  -1.3430
H  -0.4839  -0.9560  2.2665
H  0.6784  -2.2916  2.2434
H  -2.0997  -2.3627  3.4930
H  -0.6137  -2.1712  4.3953
H  -1.6994  -4.5937  4.1205
H  0.0412  -4.4247  4.0830
H  -1.2232  -5.7772  2.1375
H  0.1860  -4.8042  1.7703
H  -2.6833  -3.8132  1.5597
H  -1.7227  -4.3455  0.1918
H  -0.7853  -2.6525  -3.0774
H  -1.6570  -1.1184  -3.0915
H  -2.9350  -3.8779  -3.2681
H  -2.6742  -2.8038  -4.6266
H  -5.0216  -2.8565  -3.2385
H  -4.4624  -1.4013  -4.0313
H  -5.1646  -1.2580  -1.4935
H  -3.7024  -0.4233  -1.9827
H  -3.7627  -3.2370  -0.8111
H  -3.3519  -1.7788  0.0864

Cartesian forces, eV/Å:
0.0513 0.0983 -0.0303
0.0006 0.0292 0.0155
0.0263 0.0148 0.0721
0.0502 0.0008 0.0186
-0.0072 -0.0203 0.0003
0.0103 -0.0092 -0.0064
-0.0055 -0.0245 0.0136
0.0272 0.0272 0.0188
-0.0402 -0.0060 -0.0111
0.0063 -0.0188 0.0233
-0.0213 0.0087 0.0027
-0.0193 0.0179 -0.0002
0.0064 0.0106 0.0097
-0.0009 -0.0123 0.0037
-0.0150 0.0282 -0.0581
-0.0111 -0.0183 -0.0291
0.0056 0.0216 0.0156
-0.0131 -0.0032 -0.0085
-0.0139 0.0241 0.0171
-0.0045 0.0256 -0.0240
0.0076 -0.0058 -0.0141
0.0102 0.0057 0.0117
-0.0032 -0.0063 0.0120
-0.0151 -0.0117 0.0026
-0.0127 0.0036 -0.0015
-0.0222 -0.0262 0.0636
0.0932 -0.0298 0.0560
-0.0198 -0.0027 0.0063
-0.0022 0.0056 0.0054
-0.0088 0.0270 0.0173
0.0012 -0.0044 -0.0020
-0.0013 0.0026 -0.0016
-0.0013 -0.0156 -0.0138
0.0038 0.0054 -0.0192
-0.0008 0.0239 0.0048
0.0231 -0.0252 0.0086
0.0086 0.0170 0.0170
-0.0203 0.0046 0.0022
-0.0046 -0.0195 0.0050
0.0223 0.0070 -0.0078
-0.0598 0.0407 -0.0394
0.0064 0.0014 -0.0130
0.0110 0.0111 -0.0041
0.0055 0.0134 0.0095
-0.0090 0.0027 0.0187
-0.0017 -0.0135 0.0039
-0.0192 0.0074 -0.0159
-0.0001 -0.0084 -0.0198
0.0152 -0.0054 -0.0091
0.0105 -0.0037 0.0040
-0.0038 -0.0135 -0.0013
-0.1932 -0.0221 -0.2389
-0.1315 -0.0269 0.1208
0.0608 0.0311 0.1025
0.0316 -0.0601 -0.0085
0.0110 -0.0216 0.0082
-0.0187 -0.0016 0.0041
-0.0105 0.0319 -0.0047
-0.0006 0.0750 -0.0494
0.2133 -0.1312 -0.1042
-0.0072 0.0517 0.0326
-0.0202 0.0412 0.0002
0.0088 -0.0166 0.0073
0.0076 0.0173 -0.0004
-0.0864 0.0509 -0.0025
-0.0733 0.0366 0.1756
0.0282 0.0083 -0.0465
0.0164 0.0080 -0.0183
-0.0165 -0.0087 0.0025
-0.0277 0.0076 0.0320
0.0003 0.0178 -0.0206
-0.0012 0.0003 -0.0089
-0.0036 -0.0033 0.0269
-0.0090 -0.0007 0.0027
0.0131 -0.0031 -0.0158
0.0172 -0.0008 -0.0157
-0.0008 -0.0086 0.0160
-0.0181 -0.0214 0.0129
0.0143 -0.0068 0.0131
0.0048 -0.0082 -0.0265
0.0270 -0.0843 -0.0183
0.0131 -0.0368 0.0018
0.0053 -0.0042 0.0055
0.0300 -0.0124 -0.0100
0.0005 0.0042 0.0034
-0.0026 -0.0068 0.0073
0.0052 0.0004 -0.0015
-0.0141 0.0047 -0.0119
0.0390 -0.0079 -0.0201
-0.0115 -0.0046 -0.0192
0.0293 -0.0260 -0.0128
-0.0020 -0.0058 -0.0028
0.0137 -0.0105 0.0048
0.0069 -0.0041 0.0153
-0.0086 -0.0162 -0.0019
-0.0122 0.0072 -0.0209
0.0188 0.0169 0.0079
0.0052 -0.0037 0.0010
-0.0030 0.0015 -0.0042
-0.0033 -0.0028 -0.0205
0.0094 -0.0264 -0.0286



| no. | strongest force on any atom (eV/A) |
| --- | --- |
| 1 | 9.21 |
| 2 | 0.31 |